Entry from OMol25: a molecular structure, C5H9NO at a distorted geometry (ωB97M-V with the def2-TZVPD basis set).

Summary:
**HOMO**: -8.168 eV
**Energy**: -325.7170 Ha
**Gap between HOMO and LUMO**: 8.83 eV
**Charge**: 0
**ΔE to the lowest compared entry with this formula, charge and spin**: 6.001 eV

CARTESIAN COORDINATES (ANGSTROEM)
C -0.563 -1.952 -1.687
C -0.757 -0.611 -1.035
C 0.052 -0.328 0.198
C 0.993 -1.130 0.742
O -1.517 0.231 -1.477
H 0.476 -2.068 -1.996
H -0.759 -2.750 -0.970
H -1.230 -2.034 -2.543
H 1.580 -0.710 1.564
C 0.721 2.029 1.158
N -0.360 1.133 0.783
H -1.061 1.509 0.151
H -0.580 -0.094 1.319
H 1.320 1.579 1.948
H 1.375 2.235 0.303
H 0.308 2.963 1.541